Density functional theory data (ωB97M-V with the def2-TZVPD basis set) for an isolated molecule of C20H27N3O4.

Last column: Mulliken charge in e.
Atoms and positions in Å:
C -3.49431 -4.79919 3.33971  -0.62
O -4.03483 -5.41934 2.19999  -0.39
C -4.73808 -4.55723 1.33649  -0.80
C -3.84238 -3.58995 0.55397  0.05
C -4.65644 -2.83030 -0.49034  -1.25
C -3.87328 -1.81439 -1.33528  0.69
C -3.14192 -0.75454 -0.49183  -1.47
C -1.65108 -1.04717 -0.34478  -0.43
N -1.01582 -1.05880 -1.64545  0.14
C 0.27815 -0.78596 -1.89173  0.28
O 0.74817 -0.79860 -3.02028  -0.70
C 1.16422 -0.46109 -0.74365  0.56
C 2.37779 0.26790 -0.86603  -0.18
C 2.89073 0.25814 0.39738  0.13
C 4.12719 0.85978 0.98402  -0.67
O 4.47102 2.08140 0.37769  -0.45
C 3.60971 3.13589 0.50516  0.41
C 3.95887 4.30856 -0.16871  -0.49
C 3.13291 5.40714 -0.07459  -0.51
C 1.96915 5.31854 0.69111  0.41
C 1.03306 6.47824 0.82749  -1.23
N 1.64549 4.20593 1.32858  -0.47
C 2.43211 3.14641 1.24471  -0.20
O 2.06107 -0.42456 1.20673  -0.26
N 1.00259 -0.86576 0.49244  -0.43
C -1.84302 -1.48191 -2.76241  -1.05
C -2.87740 -2.49088 -2.28547  -0.96
H -2.65831 -4.13573 3.09233  0.23
H -3.13184 -5.60095 3.98045  0.24
H -4.25843 -4.22303 3.87642  0.29
H -5.25618 -5.22260 0.64023  0.33
H -5.49261 -3.98838 1.90292  0.36
H -3.05250 -4.17504 0.08136  0.20
H -3.38221 -2.88680 1.24887  0.24
H -5.12044 -3.55089 -1.16828  0.40
H -5.46348 -2.29948 0.02171  0.41
H -4.61607 -1.29321 -1.95019  0.33
H -3.24823 0.22420 -0.96320  0.37
H -3.58930 -0.68496 0.49967  0.46
H -1.49113 -2.00799 0.15467  0.22
H -1.18635 -0.27861 0.27485  0.66
H 2.77443 0.71255 -1.75267  0.53
H 3.99839 0.96617 2.06979  0.39
H 4.98607 0.20588 0.79607  0.34
H 4.86910 4.32630 -0.74775  0.45
H 3.37938 6.32525 -0.58591  0.39
H 1.55015 7.33373 1.25861  0.32
H 0.20313 6.19994 1.46964  0.31
H 0.64949 6.77194 -0.14821  0.32
H 2.08596 2.28698 1.80216  0.55
H -1.17827 -1.91277 -3.51548  0.55
H -2.33974 -0.61343 -3.21223  0.25
H -3.40387 -2.90683 -3.14493  0.54
H -2.36162 -3.30912 -1.78371  0.19

The calculation puts the energy relative to the best compared isomer or geometry (same formula, charge and spin) at 106.2 kcal per mole. The value obtained for the HOMO energy is -8.88 eV. For the frontier orbital gap, the calculation gives 9.58 eV. As for the total energy: -33836.7470 eV. Its spin multiplicity is 1.